Below is 7 unconnected molecules or ions with the total composition C47H104IN2O15, with properties calculated with the ωB97M-V functional and the def2-TZVPD basis.

Calculated values
multiplicity	1
highest occupied orbital energy	-0.3857	Ha
total energy	-92203.420	eV
frontier orbital gap	8.48	eV
charge	+1

The geometry in XYZ format:
```
169
C47H104IN2O15 the ωB97M-V functional and the def2-TZVPD basis
C 0.875 2.156 -3.716
C 1.901 1.133 -3.200
C 1.525 -0.321 -3.520
C 2.074 -1.282 -2.478
C 1.270 -1.270 -1.168
C 0.951 -2.648 -0.617
C 0.541 -2.656 0.864
C -0.977 -2.579 1.134
C -1.368 -1.390 2.042
C -1.404 -0.107 1.184
C -1.211 1.150 2.045
N -0.153 2.095 1.554
C -0.347 2.434 0.089
C -1.746 2.915 -0.306
C -2.482 1.996 -1.297
I -4.562 1.919 -0.794
C 1.179 1.421 1.621
C 1.790 1.600 3.008
O 2.787 0.675 3.195
C 4.043 0.952 2.537
C 4.695 -0.383 2.220
O 2.261 2.933 3.085
C 1.399 3.853 2.529
O 1.933 4.294 1.230
C 1.778 5.583 1.076
N 1.672 6.750 0.940
C -0.054 3.403 2.346
C -0.836 3.453 3.644
C -0.736 4.829 4.323
H 0.264 2.545 -2.906
H 1.378 2.985 -4.198
H 0.225 1.725 -4.472
H 2.018 1.278 -2.125
H 2.859 1.374 -3.650
H 1.979 -0.562 -4.476
H 0.442 -0.373 -3.599
H 3.116 -1.025 -2.306
H 2.049 -2.292 -2.883
H 0.339 -0.738 -1.383
H 1.827 -0.688 -0.437
H 1.859 -3.242 -0.717
H 0.203 -3.166 -1.211
H 1.067 -1.869 1.402
H 0.922 -3.581 1.282
H -1.248 -3.481 1.671
H -1.539 -2.491 0.209
H -0.567 -1.309 2.774
H -2.314 -1.564 2.544
H -2.367 -0.071 0.685
H -0.628 -0.239 0.442
H -2.166 1.646 2.146
H -0.909 0.819 3.030
H 0.359 3.211 -0.170
H -0.067 1.579 -0.515
H -2.368 3.165 0.545
H -1.616 3.853 -0.834
H -2.046 1.007 -1.352
H -2.452 2.444 -2.278
H 1.112 0.358 1.433
H 1.825 1.840 0.862
H 1.045 1.390 3.772
H 4.667 1.502 3.230
H 3.911 1.492 1.606
H 5.308 -0.318 1.328
H 5.293 -0.743 3.048
H 3.937 -1.143 2.051
H 1.428 4.724 3.170
H -0.496 4.174 1.718
H -0.531 2.710 4.375
H -1.893 3.293 3.472
H -0.792 5.624 3.581
H -1.597 4.948 4.967
H 0.186 4.949 4.876
C 8.036 -0.175 -0.564
O 7.361 -1.378 -0.241
C 6.883 -2.072 -1.386
C 7.788 -3.222 -1.771
O 9.058 -2.764 -2.201
C 10.054 -2.892 -1.200
H 8.566 0.157 0.327
H 8.758 -0.320 -1.370
H 7.318 0.603 -0.854
H 6.763 -1.384 -2.228
H 5.895 -2.473 -1.131
H 7.333 -3.757 -2.611
H 7.891 -3.922 -0.936
H 10.351 -3.940 -1.096
H 9.705 -2.522 -0.235
H 10.921 -2.310 -1.511
C -4.517 -0.881 4.781
O -4.987 -1.456 3.577
C -5.125 -2.872 3.662
C -6.560 -3.289 3.887
O -7.036 -2.858 5.152
C -7.848 -1.700 5.087
H -4.667 0.198 4.723
H -5.053 -1.261 5.652
H -3.443 -1.077 4.900
H -4.484 -3.271 4.453
H -4.785 -3.286 2.707
H -6.616 -4.381 3.873
H -7.200 -2.911 3.084
H -8.840 -1.950 4.696
H -7.399 -0.924 4.462
H -7.960 -1.317 6.100
C -1.390 6.683 -0.848
O -1.566 6.450 -2.230
C -2.862 6.825 -2.691
C -2.840 8.175 -3.370
O -2.517 9.212 -2.457
C -1.168 9.641 -2.543
H -0.327 6.608 -0.622
H -1.741 7.674 -0.553
H -1.931 5.922 -0.265
H -3.577 6.825 -1.862
H -3.181 6.070 -3.415
H -3.838 8.387 -3.762
H -2.141 8.168 -4.212
H -1.018 10.255 -3.437
H -0.475 8.797 -2.565
H -0.958 10.248 -1.665
C -9.662 -5.931 2.829
O -8.338 -6.412 2.663
C -8.192 -7.779 3.023
C -8.176 -8.682 1.810
O -9.422 -8.677 1.134
C -9.434 -7.859 -0.022
H -9.733 -4.974 2.314
H -10.397 -6.617 2.403
H -9.881 -5.773 3.891
H -8.985 -8.081 3.713
H -7.235 -7.875 3.546
H -7.991 -9.709 2.140
H -7.368 -8.394 1.131
H -8.887 -8.342 -0.839
H -8.998 -6.876 0.173
H -10.472 -7.731 -0.325
C 6.716 -6.998 2.925
O 7.882 -7.728 2.598
C 8.230 -7.652 1.225
C 9.344 -6.659 0.981
O 8.937 -5.328 1.270
C 9.395 -4.865 2.528
H 6.668 -6.922 4.010
H 6.736 -5.991 2.501
H 5.822 -7.526 2.572
H 7.354 -7.398 0.620
H 8.572 -8.646 0.921
H 9.619 -6.692 -0.078
H 10.228 -6.926 1.567
H 10.464 -4.628 2.484
H 9.221 -5.600 3.317
H 8.845 -3.955 2.765
C -3.110 4.087 -8.921
O -2.133 5.106 -9.040
C -2.537 6.344 -8.479
C -1.926 6.567 -7.115
O -2.403 5.627 -6.160
C -1.489 4.577 -5.916
H -2.629 3.140 -9.157
H -3.520 4.034 -7.910
H -3.923 4.252 -9.635
H -3.628 6.404 -8.423
H -2.190 7.134 -9.152
H -2.212 7.562 -6.760
H -0.834 6.531 -7.175
H -0.659 4.929 -5.291
H -1.092 4.162 -6.845
H -2.023 3.794 -5.379
```